C40H41N9O4S3SiTi | ωB97M-V/def2-TZVPD

The value obtained for the HOMO-LUMO gap is 6.84 eV. Its LUMO energy is -0.455 eV.

Each line ends with the Mulliken charge.
Cartesian coordinates (Å):
1 Ti -0.2056 -0.3375 0.4466  -1.657
2 N 3.0740 1.4163 7.7532  -0.568
3 C 2.3419 0.8352 6.7336  1.082
4 C 2.3932 -0.5483 6.5255  -0.970
5 C 1.6435 -1.1368 5.5289  -0.561
6 C 0.8452 -0.3460 4.7078  -1.048
7 C 0.7423 1.0143 4.9387  -0.474
8 C 1.4855 1.6045 5.9423  -0.939
9 S -0.1263 -1.0832 3.4148  2.279
10 O -1.1988 -0.1738 3.0708  -0.901
11 O -0.5254 -2.3734 3.8899  -0.841
12 N 0.7744 -1.0889 2.0218  0.911
13 C 1.9043 -1.9022 1.9646  -0.329
14 N 2.2547 -2.5729 3.0626  -0.096
15 C 3.2947 -3.3917 2.9898  -0.254
16 C 4.0249 -3.5662 1.8332  -1.119
17 C 3.6120 -2.7963 0.7555  -0.170
18 N 2.5790 -1.9777 0.8075  0.210
19 H 3.8679 0.8944 8.0816  0.211
20 H 3.2274 2.4077 7.6895  0.213
21 H 3.0221 -1.1565 7.1653  0.303
22 H 1.6494 -2.2018 5.3734  0.594
23 H 0.0581 1.5946 4.3377  0.862
24 H 1.4009 2.6688 6.1306  0.312
25 H 3.5406 -3.9167 3.9084  0.431
26 H 4.8579 -4.2498 1.7652  0.440
27 H 4.1354 -2.8342 -0.1964  0.366
28 S 2.3178 0.9399 0.3193  -0.744
29 C 1.3054 1.8118 1.3441  0.839
30 C 1.7537 2.8729 2.1681  -0.957
31 C 0.8407 3.6213 2.8566  -0.437
32 C -0.5278 3.3108 2.7448  -1.845
33 C -0.8971 2.2303 1.9884  -0.206
34 N -0.0129 1.4827 1.2986  2.082
35 H 2.8147 3.0761 2.1904  0.502
36 H 1.1587 4.4461 3.4828  0.468
37 H -1.2771 3.8813 3.2741  0.466
38 H -1.9339 1.9393 1.9121  0.442
39 C 5.0447 -3.4126 -4.8669  -1.461
40 C 3.7881 -2.9782 -4.1636  1.186
41 C 2.5926 -3.6653 -4.3528  -0.975
42 C 1.4324 -3.2630 -3.7085  -0.756
43 C 1.4825 -2.1698 -2.8637  0.359
44 C 2.6607 -1.4716 -2.6460  -0.615
45 C 3.8052 -1.8752 -3.3091  -0.871
46 S 0.0609 -1.7601 -1.8878  1.566
47 O 0.3713 -2.2661 -0.5520  -0.141
48 O -1.1084 -2.2880 -2.5340  -0.973
49 N -0.0088 -0.1852 -1.6189  0.253
50 C -0.0137 0.6627 -2.7448  -0.008
51 C -0.2052 0.1853 -4.0327  -0.294
52 C -0.1110 1.0179 -5.1581  -1.101
53 C 0.1591 2.3478 -5.0328  -0.868
54 C 0.3402 2.8949 -3.7476  1.003
55 C 0.6487 4.2572 -3.5393  -0.871
56 C 0.8349 4.7229 -2.2704  -1.256
57 C 0.6894 3.8226 -1.2008  0.161
58 N 0.4030 2.5570 -1.3548  0.723
59 C 0.2421 2.0666 -2.5963  -0.431
60 H 4.8924 -4.3528 -5.3938  0.366
61 H 5.8639 -3.5401 -4.1584  0.347
62 H 5.3523 -2.6568 -5.5919  0.304
63 H 2.5704 -4.5330 -5.0004  0.343
64 H 0.4939 -3.7843 -3.8493  0.524
65 H 2.6662 -0.6358 -1.9546  0.146
66 H 4.7299 -1.3301 -3.1583  0.431
67 H -0.4563 -0.8517 -4.1851  0.758
68 H -0.2423 0.5833 -6.1408  0.432
69 H 0.2397 2.9931 -5.8989  0.420
70 H 0.7431 4.9164 -4.3941  0.428
71 H 1.0850 5.7578 -2.0795  0.450
72 H 0.8090 4.1638 -0.1751  0.198
73 C -2.6195 2.8333 -0.7592  -1.636
74 C -3.0085 1.3814 -0.7388  1.050
75 C -4.2148 1.0192 -1.3099  -1.099
76 C -4.6451 -0.3007 -1.2029  -0.899
77 C -3.8786 -1.2156 -0.5302  -1.103
78 C -2.6394 -0.8046 -0.0049  0.722
79 N -2.2268 0.4860 -0.1159  0.881
80 N -1.7362 -1.5695 0.6322  0.995
81 Si -1.9613 -3.3014 0.9730  0.878
82 C -3.2274 -3.3613 2.3809  -1.261
83 C -0.4373 -4.3246 1.4189  -0.961
84 C -2.6856 -4.2659 -0.4981  -1.487
85 H -3.4110 3.4297 -0.3024  0.424
86 H -2.5036 3.1751 -1.7895  0.407
87 H -1.6931 3.0000 -0.2293  0.073
88 H -4.8138 1.7679 -1.8085  0.507
89 H -5.5899 -0.6008 -1.6389  0.443
90 H -4.1882 -2.2419 -0.4160  0.274
91 H -3.0610 -2.5405 3.0802  0.252
92 H -3.1242 -4.2956 2.9369  0.416
93 H -4.2528 -3.3010 2.0103  0.332
94 H -0.0703 -4.0974 2.4126  0.254
95 H 0.3714 -4.1776 0.7036  0.015
96 H -0.7263 -5.3774 1.3969  0.612
97 H -3.7625 -4.1384 -0.6208  0.487
98 H -2.5007 -5.3336 -0.3643  0.424
99 H -2.2149 -3.9541 -1.4252  0.326